[1]
Here is a 2-piece molecular cluster, C6H14N2 overall from the Open Molecules 2025 dataset. Energies are from wB97M-V/def2-TZVPD.

ORCA input file:
```
! RIJCOSX wB97M-V def2-TZVPD def2/J DEFGRID3
* xyz 0 1
C 2.47 0.68 1.26
C 1.72 1.98 0.83
C 0.87 1.67 -0.39
C -0.41 2.09 -0.41
H 2.99 0.32 0.37
H 3.22 0.87 2.03
H 1.82 -0.15 1.63
H 2.50 2.70 0.55
H 1.11 2.46 1.62
H 1.37 1.26 -1.31
H -1.08 2.08 -1.25
H -0.81 2.43 0.56
C -0.49 -1.55 0.25
N -1.14 -1.70 -1.03
C -2.46 -1.96 -0.95
N -3.09 -2.54 -1.92
H 0.61 -1.48 0.10
H -0.83 -0.64 0.75
H -0.73 -2.41 0.92
H -0.68 -2.02 -1.86
H -2.92 -1.68 0.00
H -4.04 -2.40 -1.74
*
```

The calculation puts the energy above the lowest of the compared OMol25 structures with the same formula, charge and spin at 165.43 kJ/mol. The value obtained for the HOMO-LUMO gap is 9.733 eV. The value obtained for the HOMO energy is -8.74 eV. The calculation puts the largest force on an atom at 2.43 eV/A. Its structure (SMILES) is [H]/N=C/NC.C=CCC. The calculation puts the LUMO energy at 0.996 eV.

=====

[2]
Here is a 3-piece molecular cluster, C26H54F5NO11P3 overall from the Open Molecules 2025 dataset. Energies are from wB97M-V/def2-TZVPD.

ORCA input file:
```
! RIJCOSX wB97M-V def2-TZVPD def2/J DEFGRID3
* xyz -1 1
C -4.38 -4.07 1.50
C -2.86 -3.69 2.08
C -1.99 -3.13 0.81
C -1.88 -1.49 0.70
C -3.29 -0.68 0.94
C -2.99 0.86 1.51
C -2.49 1.76 0.24
N -3.25 3.04 0.01
C -3.19 3.99 1.19
C -1.64 4.46 1.58
C -1.14 5.71 0.66
C -0.09 5.32 -0.55
F -0.02 6.46 -1.54
F -0.68 4.12 -1.24
C 1.44 5.08 -0.01
F 2.35 4.93 -1.20
F 1.93 6.23 0.82
F 1.59 3.80 0.77
C -4.66 2.75 -0.45
P -4.81 3.44 -2.25
O -3.47 4.24 -2.56
C -5.85 3.24 0.56
O -6.68 4.23 0.11
O -6.14 2.69 1.90
H -4.41 -5.16 1.08
H -4.62 -3.36 0.57
H -5.21 -3.90 2.31
H -2.38 -4.63 2.61
H -3.03 -2.80 2.84
H -2.37 -3.63 -0.20
H -0.88 -3.53 0.96
H -1.00 -1.05 1.38
H -1.54 -1.26 -0.41
H -4.02 -1.18 1.70
H -3.87 -0.61 -0.09
H -3.98 1.23 2.02
H -2.10 0.71 2.29
H -2.66 1.09 -0.73
H -1.30 1.92 0.28
H -3.76 5.02 0.98
H -3.62 3.53 2.20
H -0.89 3.56 1.65
H -1.73 4.89 2.69
H -0.60 6.51 1.36
H -2.07 6.30 0.19
H -4.78 1.57 -0.56
H -4.80 2.29 -3.16
H -5.93 4.32 -2.45
O 7.64 2.88 4.90
P 6.56 2.41 3.90
O 5.66 1.60 5.03
C 5.04 2.33 6.07
C 3.83 3.09 5.56
O 7.41 1.10 3.33
C 8.82 1.06 3.39
C 9.28 0.33 4.64
O 5.35 1.88 2.77
C 4.65 2.89 2.06
C 5.56 3.98 1.52
H 5.75 3.01 6.54
H 4.72 1.61 6.82
H 4.14 3.90 4.90
H 3.26 3.52 6.39
H 3.17 2.43 4.98
H 9.25 2.07 3.33
H 9.17 0.52 2.51
H 8.85 0.77 5.55
H 10.37 0.36 4.73
H 8.95 -0.71 4.62
H 3.88 3.32 2.70
H 4.14 2.40 1.23
H 5.99 4.57 2.34
H 5.00 4.66 0.88
H 6.39 3.55 0.95
O -1.91 -5.69 -6.52
P -1.62 -5.11 -5.12
O -0.83 -6.46 -4.57
C 0.40 -6.84 -5.17
C 1.53 -5.92 -4.75
O -3.11 -5.47 -4.48
C -4.25 -5.61 -5.31
C -4.48 -7.07 -5.66
O -1.30 -4.46 -3.55
C -0.55 -3.26 -3.49
C -1.00 -2.22 -4.50
H 0.30 -6.85 -6.26
H 0.62 -7.86 -4.85
H 1.39 -4.92 -5.17
H 2.49 -6.31 -5.09
H 1.55 -5.81 -3.66
H -4.16 -4.98 -6.20
H -5.11 -5.24 -4.74
H -3.59 -7.52 -6.12
H -5.32 -7.17 -6.35
H -4.69 -7.65 -4.76
H 0.52 -3.49 -3.62
H -0.67 -2.85 -2.48
H -0.78 -2.55 -5.52
H -0.48 -1.28 -4.34
H -2.08 -2.06 -4.44
*
```

The calculation puts the energy above the lowest of the compared OMol25 structures with the same formula, charge and spin at 1529.75 kJ/mol. The value obtained for the HOMO-LUMO gap is 4.498 eV. The value obtained for the HOMO energy is -4.97 eV. The calculation puts the largest force on an atom at 9.71 eV/A. The calculation puts the LUMO energy at -0.472 eV.

=====

[3]
Here is a 2-piece molecular cluster, C2HIN2O overall from the Open Molecules 2025 dataset. Energies are from wB97M-V/def2-TZVPD.

ORCA input file:
```
! RIJCOSX wB97M-V def2-TZVPD def2/J DEFGRID3
* xyz 0 1
C 0.24 -0.99 0.07
C 0.28 2.16 -0.23
N -0.91 -1.37 0.34
N 1.38 -1.23 -0.30
O -0.52 2.82 0.14
I -2.65 -0.55 -0.25
H 2.18 -0.84 0.22
*
```

The calculation puts the energy above the lowest of the compared OMol25 structures with the same formula, charge and spin at 7.20 kJ/mol. The value obtained for the HOMO-LUMO gap is 9.016 eV. The value obtained for the HOMO energy is -9.48 eV. The calculation puts the largest force on an atom at 3.67 eV/A. The calculation puts the LUMO energy at -0.465 eV.

=====

[4]
Here is a single C14H17N3O2 molecule from the Open Molecules 2025 dataset. Energies are from wB97M-V/def2-TZVPD.

ORCA input file:
```
! RIJCOSX wB97M-V def2-TZVPD def2/J DEFGRID3
* xyz 0 1
C -0.68 -6.24 1.53
H 0.30 -6.27 2.02
O -1.38 -5.06 1.85
C -0.84 -3.86 1.52
C 0.37 -3.69 0.86
C 0.82 -2.41 0.56
C 0.08 -1.29 0.91
C -1.13 -1.48 1.59
C -1.59 -2.74 1.88
H -2.52 -2.89 2.41
H -1.69 -0.60 1.88
C 0.51 0.10 0.62
O 0.18 1.04 1.33
N 1.28 0.25 -0.48
H 1.44 -0.54 -1.08
C 1.77 1.53 -0.94
H 2.84 1.45 -1.15
C 1.03 2.01 -2.19
H 1.56 2.86 -2.62
H 1.01 1.21 -2.93
C -0.41 2.44 -1.88
N -0.46 3.72 -1.22
C -0.43 4.93 -1.83
N -0.43 5.91 -0.96
C -0.46 5.32 0.26
C -0.47 3.96 0.12
H -0.49 3.16 0.84
H -0.46 5.90 1.16
H -0.42 5.06 -2.89
H -0.89 1.70 -1.23
H -0.98 2.51 -2.81
H 1.63 2.24 -0.12
H 1.78 -2.31 0.07
H 0.98 -4.54 0.58
H -1.30 -7.06 1.89
H -0.54 -6.34 0.45
*
```

The calculation puts the energy above the lowest of the compared OMol25 structures with the same formula, charge and spin at 113.81 kJ/mol. The value obtained for the HOMO-LUMO gap is 8.915 eV. The value obtained for the HOMO energy is -8.38 eV. The calculation puts the largest force on an atom at 0.65 eV/A. Its structure (SMILES) is COc1ccc(C(=O)NCCCn2ccnc2)cc1. The calculation puts the LUMO energy at 0.532 eV.

=====

[5]
Here is a 7-piece molecular cluster, C35H56N6O8S overall from the Open Molecules 2025 dataset. Energies are from wB97M-V/def2-TZVPD.

ORCA input file:
```
! RIJCOSX wB97M-V def2-TZVPD def2/J DEFGRID3
* xyz 0 1
O 3.18 -2.31 4.14
C 3.02 -1.81 3.05
C 4.20 -1.46 2.08
C 5.36 -2.40 1.92
C 6.42 -2.02 0.97
C 6.25 -0.76 0.24
C 5.12 0.17 0.41
C 4.06 -0.19 1.35
C 2.77 0.67 1.61
O 2.78 1.88 1.70
C 1.46 -0.17 1.73
C 0.20 0.24 1.13
C -0.97 -0.67 1.29
C -2.31 -0.19 0.62
C -3.55 -0.50 1.56
C -4.26 -1.89 1.31
S -4.61 -2.30 -0.45
C -0.83 -1.92 2.03
C 0.46 -2.33 2.64
C 1.61 -1.45 2.49
H 5.37 -3.33 2.53
H 7.28 -2.71 0.84
H 7.03 -0.48 -0.50
H 5.05 1.12 -0.16
H 0.16 1.19 0.56
H -2.23 0.93 0.58
H -2.43 -0.53 -0.44
H -3.14 -0.54 2.61
H -4.29 0.35 1.57
H -5.26 -1.83 1.83
H -3.74 -2.77 1.78
H -3.36 -2.36 -1.04
H -1.67 -2.63 2.15
H 0.53 -3.30 3.17
C -2.55 -1.31 -3.78
O -1.85 -2.03 -3.09
N -3.39 -1.73 -4.76
C -4.18 -0.80 -5.54
C -3.49 -3.15 -5.04
H -2.55 -0.21 -3.65
H -5.24 -1.04 -5.40
H -3.92 -0.90 -6.59
H -4.01 0.23 -5.22
H -3.82 -3.67 -4.13
H -2.50 -3.53 -5.32
H -4.19 -3.33 -5.84
C -2.08 2.78 3.19
O -1.78 2.34 2.10
N -1.79 2.20 4.38
C -2.17 2.80 5.64
C -1.06 0.94 4.39
H -2.62 3.73 3.30
H -1.28 2.99 6.24
H -2.82 2.11 6.18
H -2.71 3.74 5.48
H -0.10 1.07 3.90
H -1.63 0.19 3.85
H -0.90 0.60 5.42
C 8.58 0.46 4.60
O 9.11 -0.48 4.03
N 7.26 0.58 4.85
C 6.70 1.73 5.52
C 6.37 -0.49 4.42
H 9.17 1.33 4.96
H 6.20 1.40 6.44
H 5.98 2.22 4.86
H 7.48 2.45 5.78
H 6.68 -1.41 4.91
H 6.44 -0.62 3.34
H 5.34 -0.26 4.69
C 6.62 3.46 8.58
O 7.46 3.37 7.70
N 5.59 4.34 8.59
C 4.63 4.39 9.68
C 5.44 5.25 7.47
H 6.65 2.82 9.47
H 3.63 4.19 9.28
H 4.65 5.39 10.12
H 4.87 3.65 10.44
H 5.32 4.68 6.55
H 6.34 5.87 7.39
H 4.57 5.89 7.62
C -5.25 2.33 -6.84
O -4.86 2.74 -5.76
N -4.73 2.66 -8.04
C -5.25 2.12 -9.28
C -3.61 3.58 -8.09
H -6.09 1.62 -6.91
H -4.46 1.58 -9.80
H -5.59 2.95 -9.91
H -6.08 1.45 -9.09
H -2.77 3.17 -7.52
H -3.90 4.53 -7.63
H -3.30 3.75 -9.12
C -5.78 -5.42 -7.53
O -5.39 -5.00 -6.46
N -5.26 -5.08 -8.74
C -5.77 -5.62 -9.98
C -4.14 -4.16 -8.78
H -6.62 -6.13 -7.61
H -4.98 -6.17 -10.49
H -6.12 -4.80 -10.61
H -6.61 -6.30 -9.79
H -3.30 -4.57 -8.21
H -4.44 -3.21 -8.32
H -3.83 -3.99 -9.81
*
```

The value obtained for the HOMO-LUMO gap is 8.254 eV. The value obtained for the HOMO energy is -8.48 eV. The calculation puts the largest force on an atom at 3.22 eV/A. Its structure (SMILES) is O=C1c2ccccc2C(=O)c2cc(CCCS)ccc21.CN(C)C=O.CN(C)C=O.CN(C)C=O.CN(C)C=O.CN(C)C=O.CN(C)C=O. The calculation puts the LUMO energy at -0.221 eV.

=====

[6]
Here is a 18-piece molecular cluster, C31H65B3Cl34NO3PS overall from the Open Molecules 2025 dataset. Energies are from wB97M-V/def2-TZVPD.

ORCA input file:
```
! RIJCOSX wB97M-V def2-TZVPD def2/J DEFGRID3
* xyz 0 1
C 1.06 -4.27 1.04
C 2.54 -3.90 0.63
C 2.69 -2.52 -0.14
C 1.78 -1.36 0.40
C 2.12 -0.03 -0.43
C 0.83 0.89 -0.47
C 0.66 1.70 -1.80
C -0.15 0.93 -2.92
C -0.12 -0.63 -2.78
C -1.16 -1.24 -3.84
C -1.88 -2.51 -3.26
B -3.29 -2.18 -2.56
O -3.86 -3.24 -1.79
B -4.82 -2.76 -0.85
C -5.17 -3.76 0.38
C -4.10 -3.54 1.48
C -4.42 -2.43 2.55
N -2.98 -4.17 1.53
O -5.48 -1.50 -0.93
B -4.59 -0.55 -1.49
P -4.22 1.16 -0.66
S -2.74 0.92 0.63
O -3.94 -0.90 -2.70
H 0.77 -5.27 0.61
H 0.28 -3.55 0.70
H 1.02 -4.42 2.15
H 2.87 -4.71 -0.09
H 3.24 -3.98 1.49
H 3.76 -2.19 0.02
H 2.60 -2.62 -1.25
H 0.72 -1.58 0.13
H 1.92 -1.14 1.48
H 2.32 -0.39 -1.47
H 3.00 0.48 0.03
H -0.11 0.33 -0.22
H 0.95 1.64 0.35
H 1.65 2.08 -2.16
H 0.05 2.62 -1.56
H 0.34 1.16 -3.91
H -1.20 1.30 -3.03
H 0.88 -1.04 -3.04
H -0.49 -0.99 -1.79
H -0.56 -1.57 -4.72
H -1.88 -0.46 -4.18
H -2.12 -3.23 -4.10
H -1.25 -3.09 -2.54
H -5.07 -4.80 0.00
H -6.22 -3.63 0.73
H -4.84 -1.56 1.99
H -5.17 -2.82 3.28
H -3.49 -2.12 3.10
H -2.49 -3.81 2.36
H -5.37 1.63 0.06
H -3.93 2.17 -1.64
C 4.22 3.96 -1.73
Cl 3.26 3.25 -0.43
Cl 4.34 2.87 -3.12
H 3.76 4.89 -2.04
H 5.22 4.16 -1.35
C -2.69 3.85 -4.58
Cl -3.13 2.17 -4.30
Cl -1.08 4.21 -3.95
H -2.69 4.05 -5.65
H -3.41 4.50 -4.09
C -8.31 -1.08 3.15
Cl -7.82 -1.07 1.45
Cl -7.40 -2.27 4.08
H -8.13 -0.09 3.57
H -9.37 -1.32 3.21
C 2.33 -8.13 1.98
Cl 1.39 -7.71 3.42
Cl 3.92 -7.35 2.02
H 2.47 -9.21 1.94
H 1.80 -7.79 1.10
C -2.82 0.09 5.93
Cl -3.18 -1.62 6.23
Cl -3.67 0.69 4.50
H -3.14 0.67 6.80
H -1.75 0.20 5.78
C -12.36 -2.54 3.91
Cl -12.03 -1.05 3.01
Cl -11.31 -3.86 3.36
H -12.18 -2.36 4.96
H -13.39 -2.83 3.75
C 1.42 -2.56 4.62
Cl -0.28 -3.06 4.69
Cl 1.56 -0.84 4.24
H 1.88 -2.75 5.58
H 1.92 -3.13 3.85
C 5.65 3.65 -6.62
Cl 5.11 5.02 -7.59
Cl 7.40 3.42 -6.74
H 5.39 3.83 -5.58
H 5.15 2.75 -6.97
C -14.19 -0.49 0.29
Cl -15.88 -0.99 0.46
Cl -14.06 1.22 -0.12
H -13.68 -0.67 1.23
H -13.73 -1.08 -0.50
C 6.36 6.81 -4.22
Cl 4.60 6.77 -4.26
Cl 6.99 6.05 -2.75
H 6.75 6.27 -5.09
H 6.69 7.85 -4.25
C 5.24 10.94 -4.98
Cl 5.59 12.44 -5.84
Cl 6.33 9.64 -5.48
H 5.36 11.11 -3.91
H 4.22 10.64 -5.20
C 5.91 -4.75 4.25
Cl 4.16 -4.51 4.21
Cl 6.64 -3.88 5.61
H 6.12 -5.81 4.36
H 6.33 -4.38 3.32
C -0.20 3.28 3.21
Cl 1.44 3.05 2.59
Cl -0.54 2.18 4.55
H -0.30 4.31 3.56
H -0.91 3.10 2.41
C 5.32 12.27 -0.69
Cl 4.33 13.48 -1.51
Cl 5.55 10.84 -1.70
H 6.30 12.70 -0.47
H 4.83 11.98 0.23
C 4.25 -6.70 -2.00
Cl 2.55 -7.20 -1.93
Cl 4.40 -4.99 -2.41
H 4.70 -6.88 -1.03
H 4.76 -7.29 -2.76
C 4.51 -10.78 3.73
Cl 4.07 -10.83 2.02
Cl 3.09 -10.58 4.76
H 5.00 -11.71 3.99
H 5.18 -9.94 3.90
C 7.37 8.41 1.18
Cl 7.35 7.56 -0.37
Cl 7.54 10.15 0.96
H 6.44 8.20 1.70
H 8.21 8.04 1.77
*
```

The value obtained for the HOMO-LUMO gap is 8.750 eV. The value obtained for the HOMO energy is -8.70 eV. The calculation puts the largest force on an atom at 3.35 eV/A. The calculation puts the LUMO energy at 0.046 eV.

=====

[7]
Here is C4H4IN as an isolated structure from the Open Molecules 2025 dataset. Energies are from wB97M-V/def2-TZVPD.

ORCA input file:
```
! RIJCOSX wB97M-V def2-TZVPD def2/J DEFGRID3
* xyz 0 1
C 1.53 -1.81 0.04
C 0.61 -2.60 0.02
C -0.25 0.47 0.14
C -1.19 1.58 0.05
N 2.44 -0.93 -0.02
I 1.76 0.95 0.07
H -0.25 -3.02 -0.37
H -1.62 1.54 -0.95
H -2.04 1.35 0.57
H -0.98 2.46 0.46
*
```

The calculation puts the energy above the lowest of the compared OMol25 structures with the same formula, charge and spin at 866.67 kJ/mol. The value obtained for the HOMO-LUMO gap (spin up / spin down) is 5.982 / 5.986 eV. The value obtained for the HOMO energy (spin up / spin down) is -7.38 / -7.38 eV. The calculation puts the largest force on an atom at 4.38 eV/A. The calculation puts the LUMO energy (spin up / spin down) at -1.394 / -1.391 eV.

=====

[8]
Here is a 2-piece molecular cluster, C5H7N6O overall from the Open Molecules 2025 dataset. Energies are from wB97M-V/def2-TZVPD.

ORCA input file:
```
! RIJCOSX wB97M-V def2-TZVPD def2/J DEFGRID3
* xyz 1 1
C 4.91 0.02 0.22
C 1.68 1.23 0.27
C -0.59 -0.01 -0.24
C 2.02 -0.08 -0.84
C -2.83 0.57 0.30
N 4.18 0.89 -0.52
N 2.84 0.97 -0.59
N 0.82 0.54 -0.46
N 5.48 -0.67 0.94
N -1.40 0.86 0.21
N 2.38 -1.97 -0.06
O -0.69 -1.13 -0.63
H -3.00 0.16 1.22
H -3.36 1.41 0.23
H -2.98 -0.21 -0.48
H 4.69 1.81 -0.60
H -1.15 1.65 0.79
H 1.79 -2.57 -0.65
H 3.37 -2.13 -0.32
*
```

The calculation puts the energy above the lowest of the compared OMol25 structures with the same formula, charge and spin at 903.88 kJ/mol. The value obtained for the HOMO-LUMO gap is 8.480 eV. The value obtained for the HOMO energy is -14.61 eV. The calculation puts the largest force on an atom at 5.39 eV/A. The calculation puts the LUMO energy at -6.130 eV.